1.
This record from OMol25 describes a cluster of 4 separate species, C19H20F24NO5 in total at a distorted geometry. The level of theory is ωB97M-V/def2-TZVPD.

```
! RIJCOSX wB97M-V def2-TZVPD def2/J DEFGRID3
* xyz -1 1
N 1.498 -1.301 -1.302
C 1.435 -2.760 -1.136
C 2.211 -3.434 -2.349
C 3.718 -2.913 -2.414
C 4.003 -2.436 -3.903
O 4.252 -1.230 -4.084
O 3.974 -3.335 -4.834
H 0.778 -0.942 -1.917
H 1.550 -0.801 -0.422
H 0.397 -3.187 -1.147
H 1.925 -3.089 -0.187
H 2.255 -4.542 -2.184
H 1.721 -3.205 -3.330
H 3.901 -2.053 -1.722
H 4.439 -3.735 -2.159
C 7.520 -0.377 -2.924
C 8.497 0.758 -3.298
C 9.776 0.357 -4.039
F 10.523 -0.544 -3.376
F 10.567 1.451 -4.221
F 8.782 1.472 -2.180
F 7.814 1.607 -4.117
O 7.624 -0.943 -1.607
C 8.605 -1.903 -1.368
C 9.727 -1.396 -0.452
F 10.257 -0.233 -0.879
F 10.741 -2.297 -0.400
F 9.060 -2.383 -2.540
F 7.988 -2.936 -0.756
H 6.525 0.072 -2.934
H 7.479 -1.152 -3.690
H 9.538 -0.049 -5.025
H 9.351 -1.237 0.562
C -2.759 1.994 -0.432
C -3.367 2.026 0.985
C -2.463 1.568 2.135
F -1.992 0.322 1.982
F -3.167 1.573 3.301
F -4.531 1.336 0.973
F -3.705 3.325 1.236
O -2.994 0.840 -1.245
C -2.197 -0.292 -1.039
C -2.969 -1.464 -0.417
F -3.634 -1.105 0.701
F -2.120 -2.456 -0.071
F -1.106 0.056 -0.334
F -1.751 -0.663 -2.254
H -3.253 2.797 -0.981
H -1.702 2.267 -0.428
H -1.616 2.247 2.254
H -3.699 -1.861 -1.127
C -7.595 1.297 2.846
C -7.714 2.825 2.664
C -7.143 3.705 3.781
F -7.678 3.453 4.989
F -7.400 5.012 3.513
F -9.008 3.130 2.412
F -7.030 3.135 1.526
O -8.713 0.599 3.412
C -8.870 0.607 4.800
C -10.078 1.435 5.262
F -10.073 2.680 4.752
F -10.076 1.559 6.611
F -7.717 0.987 5.379
F -9.065 -0.677 5.167
H -7.518 0.885 1.839
H -6.659 1.015 3.333
H -6.059 3.585 3.850
H -11.011 0.954 4.958
*
```

## Properties
LUMO in hartree: 0.0636



2.
This record from OMol25 describes an isolated molecule of C19H20FN5O at a distorted geometry. The level of theory is ωB97M-V/def2-TZVPD.

```
! RIJCOSX wB97M-V def2-TZVPD def2/J DEFGRID3
* xyz 0 1
F 0.725 7.129 -2.761
C 0.926 5.823 -3.024
C -0.170 4.992 -3.171
C 0.044 3.654 -3.446
C 1.335 3.159 -3.578
C 2.419 4.012 -3.413
C 2.222 5.353 -3.138
H 3.052 6.028 -3.010
H 3.423 3.623 -3.493
C 1.561 1.688 -3.822
N 1.619 1.007 -2.558
N 2.721 0.854 -1.869
N 2.406 0.265 -0.773
C 1.070 0.064 -0.807
N 0.558 0.536 -1.943
C 0.317 -0.585 0.243
C 0.965 -1.003 1.405
C 0.249 -1.622 2.407
C -1.119 -1.844 2.270
C -1.758 -1.429 1.108
C -1.051 -0.800 0.102
H -1.544 -0.474 -0.801
H -2.819 -1.600 0.992
C -1.882 -2.519 3.377
N -1.158 -3.689 3.859
C -1.008 -4.727 2.857
C -2.360 -5.388 2.501
H -2.778 -4.970 1.583
O -3.331 -5.143 3.500
C -2.803 -5.310 4.796
C -1.695 -4.267 5.081
H -0.866 -4.748 5.613
H -2.078 -3.461 5.707
H -3.647 -5.189 5.477
H -2.407 -6.332 4.903
H -2.229 -6.473 2.367
H -0.321 -5.471 3.269
H -0.551 -4.296 1.965
H -2.902 -2.753 3.041
H -1.957 -1.822 4.220
H 0.740 -1.954 3.309
H 2.026 -0.830 1.500
H 2.512 1.517 -4.329
H 0.738 1.254 -4.394
H -0.799 2.988 -3.554
H -1.166 5.393 -3.068
*
```

## Properties
LUMO in hartree: 0.0250



3.
This record from OMol25 describes a structure of composition C19H20I2N3O7W at a distorted geometry. The level of theory is ωB97M-V/def2-TZVPD.

```
! RIJCOSX wB97M-V def2-TZVPD def2/J DEFGRID3
* xyz 1 1
W 0.408 -0.340 0.028
O -1.421 0.302 -1.796
C -0.773 -0.172 -2.989
C 0.677 0.285 -3.023
N 1.548 0.050 -1.806
C 2.294 1.296 -1.560
C 1.289 2.290 -0.995
O 1.434 3.479 -1.027
O 0.253 1.669 -0.458
C 2.460 -1.107 -1.969
C 2.844 -1.726 -0.620
O 3.635 -2.618 -0.582
O 2.101 -1.311 0.419
H -2.308 -0.079 -1.769
H -1.259 0.285 -3.854
H -0.858 -1.253 -3.073
H 0.686 1.359 -3.205
H 1.158 -0.188 -3.881
H 2.756 1.681 -2.470
H 3.075 1.106 -0.823
H 3.308 -0.839 -2.599
H 1.913 -1.903 -2.474
I -6.771 -1.359 0.603
C -4.767 -1.804 0.287
C -4.403 -2.683 -0.728
C -3.064 -2.986 -0.924
I -2.510 -4.252 -2.474
C -2.083 -2.429 -0.102
O -0.787 -2.830 -0.276
C -2.448 -1.528 0.902
C -1.465 -0.810 1.783
N -1.102 0.538 1.260
C -0.704 1.558 2.260
C 0.781 1.785 2.327
C 1.297 2.744 3.172
C 2.672 2.841 3.328
C 3.482 1.938 2.665
C 2.889 1.008 1.829
N 1.574 0.965 1.615
C -3.797 -1.230 1.092
H -5.156 -3.130 -1.361
H -0.495 -1.337 1.953
H -1.885 -0.704 2.786
H -1.834 0.905 0.659
H -1.043 1.216 3.241
H -1.227 2.486 2.040
H 0.628 3.401 3.713
H 3.097 3.595 3.976
H 4.556 1.944 2.783
H 3.479 0.269 1.306
H -4.089 -0.554 1.886
O -0.048 -1.821 -1.074
*
```

## Properties
LUMO in hartree: -0.1251



In order of appearance, HOMO = -4.0101 -8.3264 -11.0236 eV.
In order of appearance, E_tot = -3563.78431 -1184.85914 -2089.19720 hartree.